{"formula": "C22H50BFO3P", "method": "ωB97M-V/def2-TZVPD", "fmax_ev_per_a": 0.4, "charge": -1, "orbital_gap_ev": 6.75, "lumo_energy_ev": 2.591, "elements": ["C", "C", "C", "F", "B", "O", "C", "C", "C", "C", "O", "P", "C", "C", "C", "O", "H", "H", "H", "H", "H", "H", "H", "H", "H", "H", "H", "H", "H", "H", "H", "H", "H", "H", "H", "H", "H", "H", "C", "C", "C", "C", "C", "C", "H", "H", "H", "H", "H", "H", "H", "H", "H", "H", "H", "H", "H", "H", "C", "C", "C", "C", "C", "C", "H", "H", "H", "H", "H", "H", "H", "H", "H", "H", "H", "H", "H", "H"], "xyz": [[-4.84717, -3.04527, -3.18142], [-3.38830, -2.93189, -3.66067], [-2.97918, -1.52316, -4.05126], [-3.88861, -1.11210, -5.08759], [-2.90975, -0.34581, -2.90062], [-4.23345, 0.04693, -2.36314], [-4.36825, -0.38623, -1.04850], [-2.94949, -0.75262, -0.52748], [-2.28516, 0.28724, 0.41815], [-3.11568, 1.42547, 0.97680], [-2.35981, 1.96249, 2.07241], [-2.93666, -2.52024, 0.14681], [-1.14208, -2.90234, -0.03960], [-2.95393, -2.33857, 1.99602], [-3.12889, -3.70168, 2.68869], [-2.15748, -0.83246, -1.68962], [-5.36883, -2.10211, -3.33991], [-4.89583, -3.28023, -2.11782], [-5.38735, -3.83023, -3.71454], [-2.70065, -3.28289, -2.88478], [-3.24681, -3.59507, -4.52216], [-2.00236, -1.57198, -4.55270], [-2.29345, 0.61763, -3.39767], [-5.02452, -1.26758, -0.96893], [-4.84147, 0.40981, -0.46161], [-1.47021, 0.70659, -0.17445], [-1.82392, -0.18531, 1.28401], [-3.26500, 2.19718, 0.21479], [-4.10366, 1.09973, 1.31607], [-2.89141, 2.63981, 2.50855], [-0.97422, -3.66219, -0.80139], [-0.59828, -1.99874, -0.30453], [-0.76059, -3.28089, 0.91288], [-2.02124, -1.87838, 2.32573], [-3.75635, -1.65028, 2.27395], [-2.43741, -3.81917, 3.52422], [-4.14445, -3.83677, 3.06162], [-2.94084, -4.52771, 1.99882], [-0.29504, 4.67471, 1.25115], [0.54747, 3.63306, 0.52074], [1.28705, 2.68026, 1.45796], [2.30589, 3.34637, 2.38427], [3.39750, 4.14057, 1.66837], [4.25674, 3.28827, 0.73970], [0.30567, 5.34948, 1.86529], [-0.85395, 5.28771, 0.54193], [-1.01280, 4.16877, 1.89844], [1.25122, 4.13045, -0.15433], [-0.11043, 3.03463, -0.11380], [1.78448, 1.91052, 0.86098], [0.54615, 2.15349, 2.06664], [2.77837, 2.57076, 2.99677], [1.78744, 4.00739, 3.08481], [4.03870, 4.61067, 2.41998], [2.94815, 4.95935, 1.09926], [4.73481, 2.47472, 1.29083], [5.04355, 3.88238, 0.27169], [3.66292, 2.84283, -0.05967], [5.93945, -0.37027, -1.30869], [5.27562, -0.13259, 0.04356], [4.68387, -1.39763, 0.66371], [3.57939, -2.06005, -0.16324], [2.39142, -1.15498, -0.48445], [1.66062, -0.64824, 0.75291], [5.22442, -0.73317, -2.04811], [6.37661, 0.54927, -1.70094], [6.73830, -1.11143, -1.22478], [4.49651, 0.62719, -0.06205], [6.01213, 0.28381, 0.73689], [4.29848, -1.15542, 1.65790], [5.48831, -2.12479, 0.82109], [3.21741, -2.93738, 0.38287], [3.99989, -2.44211, -1.09798], [1.68841, -1.71011, -1.10963], [2.71936, -0.30396, -1.08845], [1.29397, -1.48209, 1.35569], [0.79911, -0.04149, 0.46919], [2.30551, -0.03192, 1.38433]], "forces_ev_per_a": [[0.069, 0.023, 0.097], [-0.173, -0.092, -0.104], [0.041, 0.099, 0.094], [0.103, -0.006, -0.025], [0.201, 0.089, -0.162], [0.028, 0.030, 0.028], [-0.086, 0.068, 0.091], [0.269, 0.181, -0.081], [0.007, -0.033, -0.127], [0.086, 0.023, -0.125], [-0.176, 0.241, 0.229], [-0.176, 0.071, -0.100], [0.139, -0.106, 0.269], [-0.045, 0.020, 0.032], [0.005, -0.012, -0.081], [-0.189, -0.372, -0.086], [-0.028, -0.006, -0.034], [-0.009, 0.010, 0.023], [-0.002, 0.007, -0.023], [0.008, 0.064, 0.009], [0.045, 0.013, -0.011], [0.002, -0.056, 0.047], [-0.245, -0.006, 0.058], [-0.008, 0.001, -0.069], [0.000, -0.054, 0.089], [0.010, 0.081, 0.044], [0.062, -0.096, 0.030], [-0.091, -0.016, -0.017], [0.072, -0.098, 0.123], [0.092, -0.122, -0.135], [0.006, 0.096, -0.072], [0.029, -0.018, -0.075], [0.033, -0.082, -0.036], [0.005, 0.050, 0.017], [-0.013, -0.025, 0.020], [-0.068, 0.023, 0.078], [-0.003, -0.001, 0.008], [0.042, -0.002, -0.007], [-0.015, -0.024, -0.053], [-0.032, 0.011, 0.032], [0.057, 0.057, -0.060], [-0.037, 0.009, -0.011], [0.032, -0.002, -0.006], [-0.014, 0.070, 0.064], [0.051, -0.030, -0.012], [-0.013, 0.007, 0.009], [0.001, 0.031, 0.026], [0.016, -0.018, 0.003], [-0.008, 0.014, -0.022], [-0.049, 0.207, 0.050], [-0.009, -0.026, -0.014], [0.015, -0.011, 0.010], [-0.006, 0.004, 0.003], [0.009, 0.010, -0.008], [-0.017, 0.004, 0.009], [-0.028, 0.031, -0.009], [0.015, -0.001, -0.002], [-0.014, 0.003, -0.004], [-0.009, 0.017, 0.018], [-0.023, -0.038, -0.040], [0.016, -0.019, 0.002], [0.016, 0.004, -0.012], [-0.027, -0.044, 0.036], [-0.004, -0.050, -0.042], [-0.005, -0.004, -0.001], [0.007, 0.005, 0.004], [-0.007, -0.016, -0.012], [0.039, -0.081, 0.004], [0.000, 0.024, 0.000], [-0.014, -0.003, 0.004], [0.005, 0.003, -0.001], [-0.014, 0.004, -0.002], [0.016, 0.000, 0.005], [-0.012, 0.021, -0.010], [0.015, 0.010, -0.023], [0.012, -0.021, 0.013], [0.010, -0.062, 0.049], [-0.016, -0.084, -0.009]], "mulliken_charge": [-0.985, -0.226, 0.079, -0.417, 0.604, -0.604, -0.561, 1.549, -0.443, -0.830, -0.553, -0.328, -0.859, -0.288, -1.259, -0.763, 0.256, 0.179, 0.335, -0.067, 0.522, 0.118, -0.370, 0.221, 0.241, 0.007, -0.029, 0.347, 0.423, 0.310, 0.483, -0.236, 0.451, 0.174, 0.399, 0.336, 0.367, 0.316, -1.286, -0.557, 0.794, -0.965, -0.568, -0.995, 0.364, 0.398, 0.170, 0.412, 0.286, -0.844, 0.474, 0.382, 0.386, 0.397, 0.273, 0.226, 0.412, 0.177, -1.457, 0.643, -0.866, -1.076, -0.111, -0.518, 0.293, 0.435, 0.311, -0.624, 0.549, 0.307, 0.442, 0.383, 0.379, 0.305, 0.263, 0.418, -0.374, 0.462]}

***

{"formula": "C32H22BaN6O11S3", "method": "ωB97M-V/def2-TZVPD", "fmax_ev_per_a": 0.4, "charge": -2, "orbital_gap_ev": 6.06, "relative_energy_kj_mol": 0.0, "lumo_energy_ev": 3.717, "elements": ["Ba", "O", "C", "O", "C", "C", "C", "C", "C", "N", "C", "O", "O", "H", "H", "H", "H", "C", "C", "C", "C", "C", "C", "C", "C", "C", "S", "C", "N", "H", "H", "H", "H", "H", "H", "H", "H", "C", "C", "N", "C", "C", "S", "C", "C", "S", "C", "N", "C", "H", "H", "H", "H", "H", "H", "H", "H", "O", "C", "O", "C", "C", "C", "C", "C", "C", "O", "N", "O", "O", "N", "O", "O", "H", "H"], "xyz": [[-0.18668, -0.25576, -0.15047], [1.98255, 3.29045, 3.00503], [1.06046, 3.07156, 2.05105], [-0.10842, 2.93447, 2.30764], [1.62333, 3.09224, 0.66133], [2.93675, 3.44169, 0.40365], [3.34042, 3.50546, -0.92542], [2.42163, 3.24765, -1.92228], [1.13545, 2.85247, -1.56164], [0.75312, 2.76565, -0.29175], [0.09056, 2.41901, -2.58861], [-0.20588, 3.22912, -3.47604], [-0.36181, 1.26747, -2.37682], [1.54389, 3.05095, 3.83881], [3.62088, 3.62541, 1.21806], [4.36826, 3.73358, -1.17560], [2.68775, 3.30059, -2.96902], [-2.91827, -2.08696, 1.17579], [-2.57973, -1.30372, 2.41360], [-3.55328, -1.08894, 3.41945], [-3.21338, -0.35878, 4.51743], [-1.89621, 0.13392, 4.66972], [-1.49527, 0.84715, 5.82360], [-0.18399, 1.22615, 5.93669], [0.74981, 0.91604, 4.93576], [0.41739, 0.23608, 3.76292], [1.60439, -0.10869, 2.56559], [-0.97450, -0.14414, 3.63189], [-1.36406, -0.82212, 2.51653], [-3.70685, -2.81403, 1.37625], [-2.04249, -2.62048, 0.80108], [-3.27565, -1.40907, 0.39574], [-4.54980, -1.49585, 3.29867], [-3.93816, -0.16062, 5.30095], [-2.22329, 1.06420, 6.59683], [0.15258, 1.75972, 6.81966], [1.79287, 1.17735, 5.07786], [-1.99200, -3.10254, -3.04026], [-2.55559, -1.72375, -3.12139], [-2.51241, -0.84594, -2.16887], [-3.10305, 0.34437, -2.53300], [-3.62787, 0.36608, -3.78352], [-3.33551, -1.13769, -4.55306], [-3.11462, 1.45948, -1.57909], [-3.04291, 2.77121, -1.91339], [-3.02558, 3.71994, -0.49630], [-3.14293, 2.29951, 0.46850], [-3.16613, 1.19065, -0.21720], [-3.17748, 2.34957, 1.95978], [-1.49053, -3.23212, -2.08154], [-1.25917, -3.26728, -3.83096], [-2.78156, -3.84906, -3.14984], [-4.13718, 1.18169, -4.26775], [-2.82098, 3.18961, -2.88152], [-3.84752, 3.13546, 2.31103], [-2.17815, 2.54098, 2.35403], [-3.52467, 1.38950, 2.33724], [0.78779, -4.79185, -1.05340], [0.97978, -3.57255, -1.09846], [0.14221, -2.67940, -0.75577], [2.32101, -3.09146, -1.66788], [3.07058, -4.04222, -2.30952], [4.29820, -3.74781, -2.91740], [4.81061, -2.46128, -2.86505], [4.10470, -1.50498, -2.18850], [2.80089, -1.71652, -1.57877], [2.17443, -0.76361, -1.07464], [4.71783, -0.18165, -2.13130], [4.63553, 0.46116, -1.10645], [5.32383, 0.20776, -3.12716], [5.03945, -4.76909, -3.59471], [6.12315, -4.47838, -4.09957], [4.57166, -5.90057, -3.65333], [2.67955, -5.04906, -2.33853], [5.75027, -2.21741, -3.33636]], "forces_ev_per_a": [[0.169, 0.116, -0.061], [-0.035, 0.031, 0.025], [0.035, -0.071, -0.039], [0.050, 0.053, -0.009], [0.051, 0.053, 0.087], [0.011, -0.013, -0.025], [-0.014, -0.019, 0.015], [0.015, 0.022, -0.005], [-0.042, -0.069, -0.019], [-0.125, -0.089, 0.017], [0.201, 0.109, 0.151], [-0.036, 0.030, -0.116], [-0.094, -0.201, -0.100], [0.009, -0.002, -0.021], [-0.001, 0.011, 0.006], [0.005, 0.007, 0.015], [-0.018, -0.002, 0.000], [-0.034, 0.044, 0.009], [0.010, -0.040, -0.002], [0.007, 0.010, 0.044], [0.014, -0.012, 0.011], [-0.029, -0.014, 0.000], [0.055, 0.042, 0.014], [-0.028, -0.039, -0.022], [-0.030, -0.060, 0.004], [-0.017, 0.185, 0.003], [-0.032, -0.003, -0.063], [-0.001, -0.074, 0.045], [-0.020, -0.023, -0.021], [-0.004, 0.009, 0.011], [0.005, 0.015, -0.009], [0.010, -0.016, -0.035], [0.006, -0.004, -0.010], [0.000, -0.004, 0.000], [0.004, 0.000, 0.002], [-0.014, 0.005, 0.004], [0.016, -0.012, 0.009], [-0.051, -0.020, 0.005], [0.045, 0.102, 0.018], [0.036, -0.071, 0.108], [-0.080, -0.014, 0.027], [0.063, -0.009, 0.057], [-0.049, 0.022, -0.032], [-0.070, -0.140, 0.193], [0.079, -0.029, -0.079], [-0.029, 0.076, 0.098], [0.070, -0.221, 0.078], [0.011, 0.305, -0.295], [0.004, 0.002, 0.007], [0.013, 0.004, 0.001], [0.015, -0.001, 0.002], [0.006, 0.009, -0.005], [0.007, -0.012, -0.026], [-0.030, -0.012, -0.025], [-0.004, 0.015, 0.012], [-0.084, -0.001, -0.026], [-0.014, 0.014, -0.013], [-0.058, 0.020, -0.012], [0.140, 0.017, -0.088], [-0.117, -0.005, 0.075], [0.041, 0.002, 0.018], [-0.029, -0.004, 0.017], [0.011, 0.010, -0.003], [0.025, -0.028, -0.017], [-0.062, 0.072, 0.042], [0.086, -0.081, -0.094], [-0.064, 0.028, 0.050], [-0.021, -0.060, -0.040], [-0.002, 0.018, 0.029], [0.017, 0.021, -0.002], [0.002, -0.009, -0.017], [0.001, 0.005, 0.006], [-0.003, -0.001, 0.005], [-0.005, 0.001, 0.008], [0.001, -0.001, 0.003]], "mulliken_charge": [1.137, -0.545, -0.024, -0.643, 0.602, -0.419, -0.456, -0.766, 0.759, 0.014, -0.229, -0.781, -0.552, 0.494, 0.463, 0.396, 0.497, -1.085, 0.921, -0.837, -0.906, 1.500, -0.991, -0.734, -0.767, 0.204, -0.352, -0.319, -0.210, 0.464, 0.157, 0.156, 0.391, 0.328, 0.326, 0.356, 0.754, -0.996, 0.708, 0.184, -0.567, -0.374, -0.348, 0.115, -0.335, -0.271, 0.629, -0.231, -0.484, -0.002, 0.358, 0.359, 0.477, 0.455, 0.494, 0.075, -0.031, -0.798, -0.330, -0.151, 0.347, -0.146, -0.614, -0.298, -0.401, 0.202, 0.078, 0.968, -0.538, -0.655, 1.027, -0.695, -0.675, 0.599, 0.561]}

***

{"formula": "C3H9NOS", "method": "ωB97M-V/def2-TZVPD", "fmax_ev_per_a": 1.5, "charge": 0, "orbital_gap_ev": 9.75, "smiles": "NC=O.CCS", "relative_energy_kj_mol": 77.2, "lumo_energy_ev": 0.753, "elements": ["N", "C", "O", "H", "H", "H", "C", "C", "S", "H", "H", "H", "H", "H", "H"], "xyz": [[-1.73137, -0.87398, 2.78109], [-1.20666, -1.02546, 4.05056], [-0.85427, -2.08660, 4.50379], [-2.57291, -0.32262, 2.68339], [-1.85093, -1.78346, 2.34557], [-0.97665, -0.07986, 4.55264], [0.40623, 0.62233, -1.64054], [1.18580, 0.22570, -2.88720], [2.61534, 1.30200, -3.28314], [0.83313, 1.42517, -1.02075], [0.54118, -0.13185, -0.85943], [-0.64205, 0.82634, -1.82353], [1.65610, -0.73349, -2.72486], [0.55856, 0.19556, -3.77345], [2.03852, 2.44021, -2.90414]], "forces_ev_per_a": [[-0.357, -0.621, -0.037], [0.517, -0.179, -0.247], [-0.019, 0.123, -0.039], [0.273, 0.395, 0.073], [-0.039, 0.070, 0.015], [-0.373, 0.213, 0.229], [0.664, -0.046, 1.363], [0.368, 0.608, -0.001], [-0.006, -0.122, 0.102], [-0.039, 0.507, -0.952], [-0.647, -0.583, -0.371], [-0.094, -0.062, 0.029], [-0.080, -0.346, -0.217], [-0.101, -0.184, 0.085], [-0.067, 0.227, -0.031]], "mulliken_charge": [-0.406, 0.076, -0.496, 0.246, 0.256, 0.326, -0.960, -0.375, -0.237, 0.338, 0.259, 0.275, 0.262, 0.337, 0.098]}

***

{"formula": "C2H5N3O3", "method": "ωB97M-V/def2-TZVPD", "fmax_ev_per_a": 6.8, "charge": 0, "orbital_gap_ev": 10.34, "smiles": "NC(=O)NO/C=N/O", "relative_energy_kj_mol": 503.8, "lumo_energy_ev": 0.861, "elements": ["N", "C", "O", "N", "O", "C", "N", "O", "H", "H", "H", "H", "H"], "xyz": [[-2.17130, 0.99670, -0.16208], [-1.39082, -0.29574, 0.02151], [-1.56913, -0.73630, 1.14616], [-0.45359, -0.62635, -1.02831], [0.29109, -1.52581, -0.42407], [1.33748, -1.03292, 0.19420], [1.80861, 0.19807, -0.20443], [3.01654, 0.59328, 0.31941], [-2.74132, 0.96766, 0.82141], [-2.86614, 1.25208, -0.91707], [-0.05724, 0.43161, -1.01171], [1.89940, -1.69660, 0.89536], [2.89643, 1.47434, 0.34961]], "forces_ev_per_a": [[-1.502, -1.327, 2.261], [-3.948, 2.989, 1.232], [1.586, -0.820, -2.088], [-3.759, 5.589, 0.618], [2.537, -3.020, 0.895], [4.765, 4.508, -0.394], [-2.881, -4.458, 0.890], [0.527, -5.075, 0.493], [1.769, 0.373, -3.336], [1.530, -1.070, 0.723], [0.353, -3.025, -0.713], [-0.730, 0.474, -0.773], [-0.247, 4.864, 0.190]], "mulliken_charge": [-0.569, 0.540, -0.529, -0.365, -0.127, 0.027, -0.346, -0.358, 0.294, 0.249, 0.459, 0.398, 0.324]}